1.
{
  "formula": "C5H11NO",
  "method": "ωB97M-V/def2-TZVPD",
  "symbols": ["C", "C", "N", "C", "C", "O", "C", "H", "H", "H", "H", "H", "H", "H", "H", "H", "H", "H"],
  "positions_angstrom": [[-2.2059, 0.5106, -0.4377], [-1.3515, -0.6325, 0.0971], [0.0585, -0.3049, 0.2661], [0.4233, 0.6563, 1.2922], [0.8884, -0.5418, -0.8042], [0.4585, -0.8987, -1.8905], [2.3808, -0.4319, -0.5510], [-3.2160, 0.1521, -0.6632], [-1.7682, 0.9019, -1.3607], [-2.2940, 1.3273, 0.2882], [-1.3888, -1.4744, -0.5966], [-1.7310, -0.9803, 1.0668], [-0.3856, 0.7134, 2.0246], [1.3358, 0.3668, 1.8227], [0.5691, 1.6644, 0.8799], [2.8731, -1.0080, -1.3357], [2.6552, -0.8402, 0.4266], [2.7387, 0.6015, -0.6046]],
  "mulliken_charge": [-0.981, -0.682, 0.099, -1.015, 0.740, -0.620, -1.180, 0.353, 0.298, 0.284, 0.376, 0.374, 0.366, 0.318, 0.318, 0.336, 0.339, 0.277],
  "e_above_lowest_kj_mol": 41.5,
  "homo_ev": -9.1,
  "smiles": "CCN(C)C(C)=O"
}



2.
{
  "formula": "C4H14N3O",
  "method": "ωB97M-V/def2-TZVPD",
  "symbols": ["C", "C", "N", "C", "H", "H", "H", "H", "H", "H", "H", "H", "H", "H", "N", "C", "N", "O", "H", "H", "H", "H"],
  "positions_angstrom": [[1.4703, -1.7158, 1.6661], [1.3554, -0.2106, 1.7055], [0.7059, 0.3281, 0.4672], [0.7066, 1.8157, 0.3915], [2.0193, -2.0507, 0.7899], [2.0165, -2.0477, 2.5480], [0.4963, -2.1953, 1.6822], [0.7409, 0.1426, 2.5307], [2.3161, 0.2919, 1.8177], [-0.2641, -0.0178, 0.4085], [1.1396, -0.0392, -0.3841], [0.2330, 2.2162, 1.2851], [0.1734, 2.1159, -0.4967], [1.7378, 2.1503, 0.3367], [-2.1011, 0.8155, -2.5560], [-1.3296, -0.0908, -1.8987], [-1.9137, -0.7020, -0.7708], [-0.1518, -0.2811, -2.1484], [-1.7672, 1.0690, -3.4753], [-3.1055, 0.7510, -2.4745], [-2.9228, -0.7025, -0.7535], [-1.5552, -1.6425, -0.6710]],
  "mulliken_charge": [-1.145, -0.395, -0.141, -0.872, 0.349, 0.372, 0.328, 0.360, 0.387, 0.339, 0.387, 0.375, 0.278, 0.383, -0.427, 0.639, -0.578, -0.632, 0.282, 0.212, 0.216, 0.280],
  "e_above_lowest_kj_mol": 2.4,
  "homo_ev": -14.3,
  "total_charge": 1
}



3.
{
  "formula": "C3H7N3O",
  "method": "ωB97M-V/def2-TZVPD",
  "symbols": ["C", "C", "C", "H", "H", "H", "H", "H", "H", "H", "N", "N", "N", "O"],
  "positions_angstrom": [[-0.4951, 0.7750, 1.5239], [0.6564, -1.1706, -0.7660], [0.7647, -0.0102, -1.7710], [-1.8996, -0.3455, 0.4466], [-1.9102, -0.5307, 2.4396], [0.5414, 1.7754, 0.1987], [1.6505, -1.2856, -0.2008], [0.2549, -2.1088, -1.1078], [1.6786, 0.6131, -1.6838], [0.4565, 0.2318, -2.7524], [-1.4949, -0.2601, 1.4477], [0.2876, 0.8743, 0.3743], [-0.2102, 0.0205, -0.6777], [-0.2806, 1.4216, 2.5290]],
  "mulliken_charge": [0.345, -0.220, -0.485, 0.322, 0.264, 0.240, 0.217, 0.237, 0.223, 0.244, -0.431, -0.155, -0.196, -0.607],
  "e_above_lowest_kj_mol": 317.6,
  "homo_ev": -9.3,
  "smiles": "NC(=O)NN1CC1"
}



4.
{
  "formula": "C17H30Br2ClFN2O5P2S2",
  "method": "ωB97M-V/def2-TZVPD",
  "symbols": ["C", "C", "C", "P", "S", "C", "C", "N", "C", "Cl", "C", "C", "O", "S", "O", "O", "C", "F", "C", "Br", "C", "C", "Br", "C", "C", "C", "O", "C", "C", "P", "N", "O", "H", "H", "H", "H", "H", "H", "H", "H", "H", "H", "H", "H", "H", "H", "H", "H", "H", "H", "H", "H", "H", "H", "H", "H", "H", "H", "H", "H", "H", "H"],
  "positions_angstrom": [[-2.4907, 0.4121, -2.1265], [-1.2982, -0.1100, -1.7413], [-0.8693, -0.4125, -0.3000], [-2.5418, -0.2591, 0.6394], [-3.3077, 1.4799, 1.0605], [-0.4576, -1.9529, -0.2417], [0.5690, -2.4394, -1.2749], [0.2142, -2.4460, -2.7002], [-1.7280, -2.9408, -0.3534], [-2.2771, -3.4990, 1.2830], [-1.4484, -4.3207, -1.0569], [-2.6640, -5.2823, -0.8673], [0.1685, -2.3445, 1.0035], [0.4006, -1.3663, 2.2374], [1.6858, -1.6788, 2.7589], [-0.5763, -1.6774, 3.2119], [0.4718, 0.4709, 1.8374], [-0.6112, 0.9977, 2.4951], [1.6629, 1.1543, 2.5360], [3.0668, 2.2258, 1.7425], [1.7908, 1.1638, 3.8544], [2.9058, 1.8688, 4.5793], [0.6150, 0.3527, 5.1082], [0.2236, 0.6190, 0.2926], [-0.2507, 2.0376, -0.1687], [0.0414, 3.2802, 0.6949], [1.0860, 4.0710, 0.0983], [0.5708, 4.9828, -0.8482], [1.6273, 5.2702, -1.9416], [1.9231, 0.6503, -0.6395], [1.6394, 0.1581, -2.2959], [2.9551, -0.4673, 0.0497], [-3.1555, -0.1690, -2.7641], [-2.8291, 1.3809, -1.7829], [-0.6623, -0.3488, -2.5909], [-2.4449, -0.9195, 1.8802], [-3.5492, -0.9522, -0.0620], [0.9151, -3.4329, -0.9695], [1.5327, -1.9249, -1.2264], [-0.7767, -2.4051, -2.8791], [0.6398, -3.2588, -3.1240], [-2.5317, -2.5383, -0.9665], [-0.5921, -4.8409, -0.6348], [-1.3974, -4.2156, -2.1340], [-2.5289, -5.9781, -0.0464], [-3.6117, -4.7473, -0.8332], [-2.7166, -5.8972, -1.7738], [3.8594, 1.4410, 4.2731], [2.8767, 2.9397, 4.3884], [2.8309, 1.7394, 5.6578], [-1.3110, 2.0676, -0.4019], [0.1802, 2.2856, -1.1485], [0.1840, 3.1484, 1.7628], [-0.8366, 3.9324, 0.6195], [0.2183, 5.9037, -0.3704], [-0.2908, 4.5491, -1.3743], [1.2744, 4.9005, -2.9036], [2.5112, 4.6775, -1.7040], [1.8285, 6.3378, -1.9691], [2.5680, 0.1501, -2.7079], [1.0654, 0.8774, -2.7242], [2.4970, -1.2346, 0.4326]],
  "mulliken_charge": [-1.662, -0.598, 1.623, 0.249, -0.365, 0.057, -2.063, -0.444, -0.120, -0.062, -0.481, -1.335, -0.186, 1.721, -0.767, -0.619, 0.695, -0.129, -0.744, -0.021, 0.594, -1.495, -0.114, 1.258, -0.834, -1.556, -0.326, -0.191, -1.186, 0.118, -0.413, -0.556, 0.285, 0.281, 0.577, 0.099, 0.200, 0.566, 0.537, 0.233, 0.325, 0.420, 0.293, 0.234, 0.337, 0.319, 0.443, 0.366, 0.359, 0.416, -0.163, 0.377, 0.464, 0.473, 0.444, 0.240, 0.295, 0.282, 0.329, 0.315, 0.199, 0.409],
  "homo_ev": -7.8,
  "smiles": "C=C[C@]1([PH2]=S)[C@](CCOCC)(P(N)O)[C@](F)(/C(Br)=C(/C)Br)S(=O)(=O)O[C@@]1(CN)[C@H](Cl)CC"
}



5.
{
  "formula": "C37H49ClN7O7PS",
  "method": "ωB97M-V/def2-TZVPD",
  "symbols": ["C", "C", "C", "P", "O", "Cl", "O", "S", "O", "O", "O", "C", "C", "C", "O", "C", "O", "C", "C", "H", "H", "H", "H", "H", "H", "H", "H", "H", "H", "H", "H", "H", "H", "N", "C", "C", "C", "C", "H", "H", "H", "H", "H", "N", "C", "C", "C", "C", "H", "H", "H", "H", "H", "N", "C", "C", "C", "C", "H", "H", "H", "H", "H", "N", "C", "C", "C", "C", "H", "H", "H", "H", "H", "N", "C", "C", "C", "C", "H", "H", "H", "H", "H", "N", "C", "C", "C", "C", "H", "H", "H", "H", "H", "N", "C", "C", "C", "C", "H", "H", "H", "H", "H"],
  "positions_angstrom": [[-1.8016, 1.1628, -1.4933], [-2.2341, -0.0987, -1.3826], [-2.7489, -0.9728, -2.4801], [-1.9898, -0.6440, -4.2280], [-0.6270, 0.1908, -3.8869], [-1.2652, -2.4424, -4.9483], [-4.1574, -0.6130, -2.7685], [-4.8300, -1.9250, -3.5101], [-6.0320, -2.1875, -2.8010], [-4.8657, -1.8093, -4.9155], [-3.7269, -3.0329, -3.0245], [-2.9865, -2.3808, -1.9719], [-1.9295, -3.1687, -1.2259], [-0.9607, -4.0328, -2.0101], [0.1100, -4.3782, -1.0867], [1.0215, -3.3705, -0.9273], [0.9918, -2.6580, 0.0727], [2.0732, -3.1390, -1.9818], [1.6268, -2.0633, -3.0042], [-2.1617, 1.8681, -2.2230], [-1.0218, 1.4907, -0.8237], [-2.2285, -0.5424, -0.3978], [-0.3386, 0.0394, -2.9753], [-3.7568, -2.2351, -1.2103], [-1.3976, -2.5050, -0.5609], [-2.4751, -3.8406, -0.5737], [-1.3876, -4.9768, -2.3113], [-0.5217, -3.5458, -2.8689], [2.3363, -4.0570, -2.4903], [2.9183, -2.7244, -1.4559], [2.2017, -1.1563, -2.8679], [1.7379, -2.3927, -4.0251], [0.6004, -1.7903, -2.7919], [2.3082, 1.5305, 0.4350], [3.2648, 1.7633, 1.3833], [3.4728, 0.5951, 2.0667], [2.6096, -0.3851, 1.5055], [1.9060, 0.2192, 0.5007], [1.9572, 2.2164, -0.2065], [3.7114, 2.7377, 1.4878], [4.1671, 0.4555, 2.8788], [2.5142, -1.4145, 1.8030], [1.1578, -0.1683, -0.1680], [0.8643, 2.7575, -4.0156], [1.9261, 3.1995, -3.2738], [2.3476, 4.3895, -3.8045], [1.5049, 4.6778, -4.9105], [0.6012, 3.6530, -5.0137], [0.3535, 1.9054, -3.8538], [2.2934, 2.6301, -2.4364], [3.1679, 4.9858, -3.4426], [1.5571, 5.5377, -5.5563], [-0.2031, 3.4860, -5.7098], [1.0861, -9.0712, 1.2314], [0.3169, -7.9554, 1.0398], [0.6730, -7.3993, -0.1593], [1.6961, -8.2171, -0.7145], [1.9269, -9.2394, 0.1663], [1.0410, -9.6731, 2.0311], [-0.4132, -7.6540, 1.7708], [0.2509, -6.5093, -0.5908], [2.2039, -8.0703, -1.6529], [2.6135, -10.0672, 0.1270], [-4.0006, 3.7453, -3.2314], [-2.9292, 4.4631, -3.6984], [-3.2606, 5.7886, -3.6434], [-4.5804, 5.8754, -3.1204], [-5.0086, 4.6000, -2.8739], [-4.0438, 2.7462, -3.1648], [-2.0283, 3.9726, -4.0286], [-2.6281, 6.6065, -3.9437], [-5.1483, 6.7731, -2.9451], [-5.9376, 4.2279, -2.4781], [-4.2839, 1.2786, 1.1906], [-3.7708, 1.9550, 2.2641], [-4.4982, 1.6008, 3.3676], [-5.4876, 0.6718, 2.9437], [-5.3291, 0.4924, 1.5963], [-3.9477, 1.3499, 0.2490], [-2.9370, 2.6263, 2.1506], [-4.3398, 1.9656, 4.3680], [-6.2297, 0.1916, 3.5585], [-5.8667, -0.1222, 0.8943], [4.6433, 4.0059, 4.1171], [5.3724, 5.0766, 4.5611], [4.5847, 5.7925, 5.4202], [3.3311, 5.1259, 5.5011], [3.3988, 4.0272, 4.6885], [4.9717, 3.3128, 3.4720], [6.3834, 5.2351, 4.2282], [4.8732, 6.6933, 5.9348], [2.4787, 5.4201, 6.0895], [2.6737, 3.2623, 4.4679], [2.8839, -1.0454, 7.4519], [3.5574, 0.1228, 7.2230], [3.5469, 0.3544, 5.8742], [2.8347, -0.7149, 5.2652], [2.4378, -1.5610, 6.2652], [2.7391, -1.4604, 8.3521], [3.9838, 0.6862, 8.0346], [3.9968, 1.1983, 5.3788], [2.6358, -0.8448, 4.2168], [1.8787, -2.4800, 6.2349]],
  "mulliken_charge": [-1.334, -1.155, 2.274, 0.069, -0.312, -0.193, -0.280, 1.095, -0.616, -0.528, -0.426, -0.582, -0.627, -0.304, -0.278, 0.404, -0.437, -0.604, -0.097, -0.151, 0.340, 0.772, 0.131, 0.621, 0.467, 0.325, 0.338, -0.078, 0.288, 0.452, 0.367, 0.362, -0.577, 0.154, -0.762, -0.531, -0.688, -0.624, 0.239, 0.448, 0.602, 0.697, 0.495, 0.281, -0.558, -0.650, -0.791, -0.376, 0.392, 0.540, 0.418, 0.428, 0.500, 0.021, -0.891, 0.451, -0.786, -0.436, 0.174, 0.360, 0.373, 0.364, 0.391, 0.108, -0.224, -0.615, -0.537, -0.485, 0.146, 0.406, 0.411, 0.405, 0.388, 0.128, -0.367, -0.546, -0.493, -0.465, 0.150, 0.385, 0.395, 0.406, 0.433, 0.155, -0.586, -0.402, -0.653, -0.336, 0.196, 0.390, 0.399, 0.408, 0.427, 0.045, -0.875, -0.182, 0.328, -0.838, 0.177, 0.397, 0.368, 0.217, 0.372],
  "homo_ev": -8.2,
  "smiles": "C=C[C@]1(P(O)Cl)OS(=O)(=O)O[C@H]1CCOC(=O)CC.c1cc[nH]c1.c1cc[nH]c1.c1cc[nH]c1.c1cc[nH]c1.c1cc[nH]c1.c1cc[nH]c1.c1cc[nH]c1"
}



no.,E (a.u.),LUMO level (eV),HOMO-LUMO gap (eV)
1,-327.115521,0.90,10.03
2,-400.131639,-2.69,11.64
3,-357.928891,0.95,10.27
4,-8338.364318,-0.57,7.23
5,-3548.862627,-0.87,7.32